1.
Below is a molecular structure, C8B2InO16, with properties calculated with ωB97M-V/def2-TZVPD.

ORCA input file:
```
! wB97M-V def2-TZVPD RIJCOSX def2/J DEFGRID3
* xyz 1 1
In 4.4150 -3.1447 0.2041
O 1.2153 4.1071 2.3239
C 1.0735 3.4091 1.4580
O 1.8572 2.9450 0.5786
B 1.1509 1.9305 -0.2638
O -0.2631 2.0089 0.1555
C -0.4339 2.8378 1.1269
O -1.3986 3.0654 1.7539
O 1.6244 0.5774 0.0638
C 2.2702 0.0770 -0.9227
O 2.9096 -0.8943 -0.9111
C 2.2020 1.0796 -2.0783
O 1.4173 2.0736 -1.6784
O 2.6755 1.0021 -3.1139
O -3.4254 1.3266 -0.1607
C -2.9545 0.2465 -0.0839
O -2.0603 -0.2244 0.7292
B -1.5777 -1.5255 0.2298
O -2.3527 -1.7867 -1.0244
C -3.2041 -0.8376 -1.2098
O -3.9349 -0.7196 -2.0758
O -0.1455 -1.5998 -0.1261
C 0.3697 -2.7025 0.3415
O 1.4988 -3.0655 0.2227
C -0.6910 -3.3300 1.3168
O -1.7725 -2.6155 1.1795
O -0.4652 -4.2404 1.9645
*
```

E_tot: -47577.482 eV
Energy above the lowest of the compared OMol25 structures with the same formula, charge and spin: 3.7 kcal per mole
E_LUMO: -10.64 eV

Here are the natural (NBO) charges for atoms 1 to 6, given in e: In 0.982; O -0.290; C 0.762; O -0.535; B 1.148; O -0.532

=====

2.
Below is C8H10 in the gas phase, with properties calculated with ωB97M-V/def2-TZVPD.

ORCA input file:
```
! wB97M-V def2-TZVPD RIJCOSX def2/J DEFGRID3
* xyz 0 1
C 0.9525 2.4657 -0.7931
C 0.5114 1.5458 0.3982
C 0.0140 0.1119 0.2956
C 0.1406 -0.7970 1.3080
C -0.2012 -2.1720 1.1004
C -0.6756 -2.5743 -0.1133
C -1.1109 -1.6055 -1.0240
C -1.0325 -0.2087 -0.6198
H 0.1334 2.6681 -1.5191
H 1.8480 2.0465 -1.2873
H 1.3949 3.3940 -0.3816
H -0.0737 2.1368 1.1393
H 1.3392 1.3436 0.9680
H 0.6586 -0.4919 2.1786
H 0.2124 -2.9029 1.9294
H -0.9550 -3.5434 -0.2589
H -1.6413 -1.9953 -1.8965
H -1.5149 0.5786 -1.4239
*
```

E_tot: -8456.222 eV
Energy above the lowest of the compared OMol25 structures with the same formula, charge and spin: 47.2 kcal per mole
E_LUMO: 0.91 eV

Here are the natural (NBO) charges for atoms 1 to 6, given in e: C -0.607; C -0.430; C -0.008; C -0.226; C -0.195; C -0.252

=====

3.
Below is a molecular structure, C8H10, with properties calculated with ωB97M-V/def2-TZVPD.

ORCA input file:
```
! wB97M-V def2-TZVPD RIJCOSX def2/J DEFGRID3
* xyz 0 1
C 1.5337 -0.3115 -2.1243
C 0.1868 0.3604 -1.7306
C -0.1483 0.2275 -0.2824
C -0.5652 1.2378 0.4807
C -0.8611 1.1711 1.8520
C -0.8924 -0.0987 2.4771
C -0.5914 -1.2090 1.6203
C -0.2200 -1.0713 0.2718
H 1.4600 -1.6608 -1.9288
H 2.1968 -0.0028 -1.2647
H 1.6668 -0.1201 -3.1999
H -0.6962 -0.0202 -2.2637
H 0.4709 1.6132 -2.1097
H -0.8071 2.0601 0.1773
H -1.2094 1.9791 2.3466
H -0.8829 -0.0448 3.7408
H -0.6247 -2.1408 2.1522
H -0.0165 -1.9694 -0.2147
*
```

E_tot: -8454.515 eV
Energy above the lowest of the compared OMol25 structures with the same formula, charge and spin: 86.6 kcal per mole
E_LUMO: 0.99 eV

Here are the natural (NBO) charges for atoms 1 to 6, given in e: C -0.597; C -0.393; C -0.025; C -0.207; C -0.192; C -0.210

=====

4.
Below is 2 unconnected molecules or ions with the total composition C8H10, with properties calculated with ωB97M-V/def2-TZVPD.

ORCA input file:
```
! wB97M-V def2-TZVPD RIJCOSX def2/J DEFGRID3
* xyz 0 1
C 1.5372 1.4061 -0.9967
C 0.6465 0.8073 -0.0347
C 0.5188 0.9338 1.3012
C -0.4696 0.1200 1.9734
C -1.0594 -0.9098 1.4424
C -1.1410 -0.8715 -0.0157
C -0.8403 -1.1483 -1.4105
C 0.1312 -0.4006 -0.5956
H 1.0508 0.6000 -2.2119
H 1.7631 2.6991 -1.0094
H 2.3550 0.4661 -0.7183
H 0.9936 1.6735 1.7161
H -0.6943 0.4849 3.0128
H -1.5500 -1.7446 1.8492
H -1.9075 0.0304 -0.2703
H -1.8077 -1.0198 -2.1744
H -0.3343 -2.0829 -1.7628
H 0.8079 -1.0438 -0.0949
*
```

E_tot: -8448.528 eV
Energy above the lowest of the compared OMol25 structures with the same formula, charge and spin: 224.6 kcal per mole
E_LUMO: 0.84 eV

Here are the natural (NBO) charges for atoms 1 to 6, given in e: C -0.621; C 0.019; C -0.291; C -0.181; C -0.206; C -0.247

=====

5.
Below is C8H10 in the gas phase, with properties calculated with ωB97M-V/def2-TZVPD.

ORCA input file:
```
! wB97M-V def2-TZVPD RIJCOSX def2/J DEFGRID3
* xyz 0 1
C 1.4128 -1.2828 -1.5402
C 1.3742 -0.5159 -0.2170
C 0.2216 0.3977 0.0785
C -1.1263 -0.0477 -0.3620
C -1.7646 -0.8207 0.7395
C -1.8093 0.5469 0.9755
C -0.3865 1.1395 1.4435
C 0.3407 1.7815 0.3539
H 0.4548 -1.8908 -1.6290
H 1.3931 -0.5541 -2.3614
H 2.3105 -1.8880 -1.5674
H 0.7770 -0.8159 0.7262
H 2.2978 -0.1151 0.2356
H -1.4559 0.5731 -1.2526
H -2.5313 -1.5025 0.3887
H -2.5066 1.3963 0.9420
H 0.1429 0.8327 2.3188
H 0.8552 2.7659 0.7274
*
```

E_tot: -8447.169 eV
Energy above the lowest of the compared OMol25 structures with the same formula, charge and spin: 256.0 kcal per mole
E_LUMO: -1.12 eV

Here are the natural (NBO) charges for atoms 1 to 6, given in e: C -0.619; C -0.396; C 0.003; C -0.274; C -0.626; C -0.197

=====

6.
Below is C8H10 in the gas phase, with properties calculated with ωB97M-V/def2-TZVPD.

ORCA input file:
```
! wB97M-V def2-TZVPD RIJCOSX def2/J DEFGRID3
* xyz 0 1
C -0.6703 1.6883 -1.3526
C -0.7370 2.2268 -2.7371
C -0.3270 0.9724 -2.6648
C -0.5596 0.6875 -0.6094
C 0.3311 -1.4789 -0.1717
C -1.0645 -0.3713 1.5736
C 1.2345 0.5718 1.0950
C 0.0053 -0.1621 0.4961
H 0.1624 0.2234 -3.1025
H 0.7828 -2.1426 0.4904
H -0.6047 -1.9215 -0.6203
H 0.9313 -1.3621 -1.1117
H -1.2681 0.7531 1.6503
H -0.7396 -1.1123 2.3243
H -1.9135 -0.8251 1.1531
H 1.8352 1.0416 0.2440
H 1.7371 -0.1115 1.6941
H 0.8646 1.3224 1.6491
*
```

E_tot: -8450.359 eV
Energy above the lowest of the compared OMol25 structures with the same formula, charge and spin: 182.4 kcal per mole
E_LUMO: 0.64 eV

Here are the natural (NBO) charges for atoms 1 to 6, given in e: C -0.029; C -0.124; C -0.187; C 0.061; C -0.593; C -0.608

=====

7.
Below is C8H10 in the gas phase, with properties calculated with ωB97M-V/def2-TZVPD.

ORCA input file:
```
! wB97M-V def2-TZVPD RIJCOSX def2/J DEFGRID3
* xyz 0 1
C -1.8213 -2.0399 0.7353
C -0.6284 2.5133 0.7769
C -1.1352 -0.9054 0.6873
C 0.5410 1.8511 0.4522
C 0.0779 -0.6502 -0.0228
C 0.6559 0.5331 -0.1185
C 0.8272 -1.2666 -1.1524
C 1.7317 0.0623 -1.1544
H -1.4628 -2.8716 0.1321
H -2.7322 -2.0625 1.3662
H -1.5826 1.9179 0.7986
H -0.5449 3.4819 1.1892
H -1.4737 -0.2578 1.5614
H 1.4478 2.3680 0.6268
H 0.1430 -1.4072 -2.0166
H 1.4618 -2.0677 -0.8896
H 1.7011 0.6637 -2.0673
H 2.7938 0.1375 -0.9044
*
```

E_tot: -8454.662 eV
Energy above the lowest of the compared OMol25 structures with the same formula, charge and spin: 83.2 kcal per mole
E_LUMO: 0.60 eV

Here are the natural (NBO) charges for atoms 1 to 6, given in e: C -0.377; C -0.369; C -0.225; C -0.218; C -0.056; C 0.013

=====

8.
Below is C8H10 in the gas phase, with properties calculated with ωB97M-V/def2-TZVPD.

ORCA input file:
```
! wB97M-V def2-TZVPD RIJCOSX def2/J DEFGRID3
* xyz 0 1
C -1.8400 0.1449 -0.0282
C -1.0129 1.4061 -0.1399
C 0.3373 1.6471 0.0277
C 1.1491 0.4758 0.5150
C 2.3223 -0.2235 -0.0494
C 0.9073 -0.6672 -0.4151
C -0.0939 -1.7452 -0.0869
C -1.3191 -1.2622 0.2344
H -2.6034 0.2699 0.7671
H -2.4615 0.1534 -0.9463
H -1.6528 2.2491 -0.3558
H 0.6867 2.6281 -0.0737
H 1.0252 0.4812 1.6075
H 2.8676 -0.8419 0.6707
H 2.9285 0.2919 -0.8139
H 0.6393 -0.2447 -1.3654
H 0.1967 -2.8221 -0.1095
H -2.0763 -1.9407 0.5616
*
```

E_tot: -8454.865 eV
Energy above the lowest of the compared OMol25 structures with the same formula, charge and spin: 78.5 kcal per mole
E_LUMO: 1.18 eV

Here are the natural (NBO) charges for atoms 1 to 6, given in e: C -0.501; C -0.168; C -0.184; C -0.285; C -0.392; C -0.267

=====

9.
Below is C8H10 in the gas phase, with properties calculated with ωB97M-V/def2-TZVPD.

ORCA input file:
```
! wB97M-V def2-TZVPD RIJCOSX def2/J DEFGRID3
* xyz 0 1
C 1.1974 1.4228 0.6207
C 0.1078 0.5892 0.0013
C -0.9851 1.5286 -0.6750
C 0.1734 -0.7370 -0.1274
C -0.9398 -1.6913 -0.0556
C -2.1575 -1.5163 0.3891
C 1.5305 -1.2262 -0.1180
C 2.6756 -1.5414 -0.2561
H 1.7898 0.7789 1.2661
H 0.6968 2.1815 1.3113
H 1.7230 1.8890 -0.1799
H -1.3512 2.1521 0.1231
H -0.4630 2.1926 -1.3565
H -1.8273 0.9668 -1.1249
H -0.5759 -2.7688 -0.3342
H -2.8879 -2.2322 0.2997
H -2.4166 -0.4415 0.6638
H 3.7098 -1.5469 -0.4474
*
```

E_tot: -8454.144 eV
Energy above the lowest of the compared OMol25 structures with the same formula, charge and spin: 95.1 kcal per mole
E_LUMO: 0.60 eV

Here are the natural (NBO) charges for atoms 1 to 6, given in e: C -0.656; C 0.161; C -0.650; C -0.210; C -0.179; C -0.384

=====

10.
Below is a molecular structure, C8H10AlO5P, with properties calculated with ωB97M-V/def2-TZVPD.

ORCA input file:
```
! wB97M-V def2-TZVPD RIJCOSX def2/J DEFGRID3
* xyz 2 1
O -5.0048 -1.0850 0.0046
C -3.9083 -1.0820 0.3187
Al 0.3143 1.1731 -1.1328
C 2.3684 1.3976 -1.4905
O 3.5034 1.3453 -1.6935
C -0.5907 -0.1417 -4.0507
O -0.6448 0.2635 -5.1470
C -0.5420 2.6422 -0.0596
O -1.4348 3.2851 0.3809
C 0.0966 -0.2116 -2.6886
O 0.6646 -1.3178 -2.5462
H 0.6442 2.7109 0.0118
C -0.7424 0.2633 2.1704
P 0.2676 -0.1805 0.7177
C 1.9589 -0.3088 1.4166
C -0.1830 -1.9301 0.4594
H -0.8583 1.3497 2.2470
H -0.2538 -0.1188 3.0786
H -1.7404 -0.1854 2.0897
H 1.9239 -0.9781 2.2881
H 2.6562 -0.7108 0.6705
H 2.3219 0.6782 1.7300
H 0.2732 -2.5354 1.2555
H -1.2737 -2.0436 0.4809
H 0.1837 -2.2796 -0.5115
*
```

E_tot: -34559.313 eV
Energy above the lowest of the compared OMol25 structures with the same formula, charge and spin: 39.2 kcal per mole
E_LUMO (alpha / beta): -10.77 / -10.77 eV

Here are the natural (NBO) charges for atoms 1 to 6, given in e: O -0.434; C 0.446; Al 1.029; C 0.545; O -0.243; C 0.816

=====

11.
Below is a molecular structure, C8H10AuBrNO13P2S, with properties calculated with ωB97M-V/def2-TZVPD.

ORCA input file:
```
! wB97M-V def2-TZVPD RIJCOSX def2/J DEFGRID3
* xyz -1 1
Au -1.0175 -0.7640 1.0610
C 0.8595 -3.0013 -2.7173
C 0.3515 -2.3318 -1.4433
O -0.7491 -1.4594 -1.7162
P 1.6182 -1.2522 -0.6911
O 2.1532 -0.2082 -1.7475
O 2.8412 -2.2158 -0.4781
O 1.1123 -0.5614 0.5768
P 0.0201 -3.5955 -0.0923
O -1.2963 -4.3455 -0.5821
O 1.2267 -4.4700 -0.0731
O -0.2527 -2.8147 1.2106
H 1.1195 -2.2431 -3.4593
H 0.0673 -3.6370 -3.1156
H 1.7291 -3.6279 -2.5158
H -1.5651 -1.9594 -1.7894
H 1.4959 0.5506 -1.7867
H 2.5303 -3.1414 -0.2161
H -2.0899 -3.8247 -0.3069
O -4.4993 -0.0928 0.5227
S -3.8313 -1.1954 1.1537
O -4.6460 -2.1821 1.8003
O -2.7569 -0.6420 2.1655
O -2.8647 -1.8686 0.1867
Br 3.2873 4.8756 3.0818
C 1.7720 4.6692 1.9665
C 1.1007 5.7934 1.5154
N 0.0208 5.7089 0.7309
C -0.3951 4.4881 0.3688
C 0.2324 3.3213 0.7697
C 1.3391 3.4114 1.6004
C -0.1855 1.9601 0.2682
O 0.1671 1.6131 -0.8610
O -0.9028 1.2983 1.1407
H 1.4407 6.7867 1.7943
H -1.2764 4.4434 -0.2664
H 1.8436 2.5143 1.9442
*
```

E_tot: -139719.794 eV
Energy above the lowest of the compared OMol25 structures with the same formula, charge and spin: 33.7 kcal per mole
E_LUMO (alpha / beta): -0.03 / -0.24 eV

Here are the natural (NBO) charges for atoms 1 to 6, given in e: Au 1.605; C -0.641; C -0.491; O -0.734; P 2.393; O -0.990

=====

12.
Below is a molecular structure, C8H10AuF3NO3S, with properties calculated with ωB97M-V/def2-TZVPD.

ORCA input file:
```
! wB97M-V def2-TZVPD RIJCOSX def2/J DEFGRID3
* xyz -1 3
C 0.6510 1.4329 -2.4028
C -0.2810 2.3144 -1.7517
C -1.5580 1.6536 -1.6966
C -1.4156 0.3690 -2.3226
C -0.0563 0.2347 -2.7656
Au -0.0450 0.4241 -0.4080
N 1.3773 -0.8483 -0.1561
C 1.4146 0.8664 1.5582
C 0.5378 1.9046 1.2357
H -2.4695 2.0617 -1.2681
H -0.0610 3.3040 -1.3623
H -2.2055 -0.3678 -2.4548
H 0.3701 -0.6330 -3.2687
H 1.7066 1.6322 -2.5791
H 0.9128 2.8067 0.7472
H 2.4762 0.9476 1.3252
H 2.3019 -1.3684 -0.1664
H -0.4601 1.9358 1.6780
H 1.1061 0.0860 2.2464
F -0.2538 -3.9519 2.6863
C 0.2193 -2.9803 1.8805
F 1.2802 -2.4007 2.4806
F 0.6085 -3.5295 0.7161
S -1.2643 -1.6486 1.5727
O -2.4232 -2.4981 1.7649
O -1.1057 -0.6090 2.5813
O -1.3636 -1.1379 0.1298
*
```

E_tot: -38763.876 eV
Energy above the lowest of the compared OMol25 structures with the same formula, charge and spin: 86.1 kcal per mole
E_LUMO (alpha / beta): 3.57 / 3.16 eV

Here are the natural (NBO) charges for atoms 1 to 6, given in e: C -0.349; C -0.391; C -0.366; C -0.369; C -0.327; Au 1.278